149
Properties=species:S:1:pos:R:3 method="wB97M-V/def2-TZVPD" spin_multiplicity=4 charge=-2 total_energy_ev=-111552.367 s2=3.84 homo_ev="-0.5098 / -0.5531"
Cr 2.552 -0.203 -0.122
C 1.262 -3.527 2.553
C 1.052 -2.198 3.320
C 0.779 -2.625 4.802
C 0.794 -1.457 5.786
C 2.155 -0.752 5.691
C 2.448 -0.273 4.250
N 2.218 -1.325 3.214
O 2.471 -0.893 1.930
C 3.908 0.190 4.246
C 1.646 1.020 3.923
C -0.336 -1.630 2.865
H 0.350 -4.127 2.555
H 2.064 -4.091 3.031
H 1.524 -3.295 1.522
H 1.537 -3.352 5.116
H -0.129 -3.215 4.949
H 0.715 -1.751 6.838
H -0.040 -0.758 5.679
H 2.864 -1.555 5.911
H 2.288 0.112 6.341
H 4.532 -0.704 4.225
H 4.000 0.802 5.145
H 4.137 0.823 3.388
H 1.835 1.375 2.909
H 2.060 1.778 4.592
H 0.569 0.935 4.053
H -1.194 -2.282 3.037
H -0.313 -1.376 1.803
H -0.487 -0.698 3.414
C 3.188 -3.899 -4.889
C 2.496 -3.563 -3.545
C 1.283 -4.465 -3.177
C 1.700 -5.873 -2.785
C 2.552 -5.752 -1.543
C 3.776 -4.831 -1.666
N 3.414 -3.584 -2.357
O 4.421 -2.578 -2.434
C 4.922 -5.622 -2.326
C 4.148 -4.529 -0.205
C 1.795 -2.203 -3.736
H 3.737 -4.839 -4.841
H 3.912 -3.104 -5.069
H 2.419 -3.878 -5.664
H 0.609 -4.520 -4.037
H 0.798 -3.958 -2.343
H 2.363 -6.239 -3.572
H 0.794 -6.456 -2.610
H 2.903 -6.785 -1.420
H 1.979 -5.584 -0.627
H 5.733 -4.917 -2.526
H 4.653 -6.027 -3.304
H 5.332 -6.393 -1.670
H 4.064 -5.364 0.492
H 3.516 -3.681 0.064
H 5.149 -4.131 -0.023
H 1.209 -2.199 -4.659
H 2.502 -1.387 -3.903
H 1.213 -1.956 -2.852
C -2.401 -0.052 0.070
C -1.626 0.793 -0.959
C -2.605 1.800 -1.555
C -2.978 2.932 -0.617
C -1.681 3.601 -0.125
C -0.602 2.638 0.497
N -0.480 1.476 -0.407
O 0.554 0.596 -0.048
C -1.067 2.368 1.942
C 0.712 3.434 0.487
C -1.272 -0.081 -2.171
H -1.798 -0.848 0.505
H -3.336 -0.474 -0.308
H -2.704 0.628 0.869
H -3.466 1.207 -1.879
H -2.280 2.335 -2.450
H -3.623 2.670 0.227
H -3.600 3.662 -1.147
H -2.043 4.370 0.566
H -1.175 4.203 -0.884
H -0.643 3.133 2.593
H -0.743 1.386 2.291
H -2.161 2.333 1.977
H 1.152 3.436 -0.513
H 1.468 2.888 1.051
H 0.599 4.463 0.832
H -0.726 -0.949 -1.794
H -0.579 0.440 -2.831
H -2.173 -0.410 -2.682
O 3.888 3.384 -1.177
H 3.412 4.193 -0.937
O 2.816 0.525 -1.875
H 2.117 0.314 -2.507
O -4.561 -1.455 -3.005
H -3.769 -2.002 -3.058
H -5.020 -1.765 -2.209
O -1.817 4.824 -3.454
H -2.276 5.189 -2.691
H -2.398 4.128 -3.774
O 1.759 -2.037 -0.601
H 2.297 -2.730 -1.062
H 0.911 -2.450 -0.414
O 0.287 4.172 4.827
H 0.285 5.109 4.621
H 1.071 3.824 4.358
O -5.760 -2.482 -0.649
H -5.321 -2.409 0.210
H -6.679 -2.260 -0.474
O 1.755 1.471 -4.717
H 1.249 1.079 -5.434
H 1.084 1.877 -4.132
O -4.303 5.923 1.212
H -3.879 5.630 2.037
H -3.616 6.402 0.741
O -4.743 -1.768 1.930
H -3.810 -1.857 2.153
H -5.103 -1.199 2.616
O 0.264 2.797 -2.939
H -0.175 2.384 -2.166
H -0.246 3.598 -3.119
O -5.245 1.390 -4.369
H -5.028 2.314 -4.523
H -4.486 1.038 -3.888
O -6.861 0.777 -1.824
H -6.104 0.766 -2.423
H -6.473 0.768 -0.945
O -5.139 3.331 2.780
H -5.125 4.031 2.120
H -4.252 3.329 3.146
O 3.484 1.505 0.596
H 3.941 1.701 1.416
H 3.711 2.302 -0.001
O -2.751 4.825 3.215
H -2.241 4.021 3.042
H -2.093 5.526 3.235
O 3.361 5.932 1.622
H 3.980 6.362 2.219
H 3.758 6.021 0.748
O 2.567 3.897 3.371
H 2.616 4.622 2.731
H 3.024 3.167 2.943
O -1.911 -2.369 -4.655
H -1.194 -2.693 -5.207
H -2.518 -1.941 -5.267
O -5.354 5.681 -2.209
H -5.604 5.139 -1.453
H -6.152 5.739 -2.740
O -1.009 -3.365 -0.415
H -1.557 -3.887 0.177
H -1.629 -2.951 -1.025

167
Properties=species:S:1:pos:R:3 method="wB97M-V/def2-TZVPD" spin_multiplicity=1 total_energy_ev=-109230.708 homo_ev=-8.9694
C 1.040 -4.979 -1.547
O 0.938 -5.765 -0.576
N -0.025 -4.380 -2.148
N 2.244 -4.468 -1.988
H -0.886 -4.881 -1.987
H 0.008 -3.980 -3.080
H 3.095 -4.738 -1.577
H 2.258 -3.941 -2.856
C 2.172 -2.318 3.247
O 2.937 -1.543 3.783
N 0.805 -2.170 3.377
N 2.684 -3.453 2.553
H 0.175 -2.776 2.879
H 0.414 -1.302 3.653
H 3.463 -3.923 3.046
H 2.034 -4.035 2.048
C -5.618 -3.068 0.063
O -4.424 -3.039 -0.226
N -6.147 -4.235 0.505
N -6.451 -1.957 -0.072
H -5.506 -5.060 0.611
H -7.039 -4.237 1.008
H -7.444 -1.998 0.013
H -6.058 -1.069 -0.399
C 3.281 2.192 1.701
O 3.503 3.033 0.799
N 3.535 2.482 3.056
N 2.770 0.923 1.582
H 3.603 3.459 3.248
H 2.807 2.095 3.639
H 2.942 0.249 2.361
H 2.587 0.455 0.680
C -1.368 3.863 0.285
O -2.557 3.919 0.580
N -0.829 2.960 -0.644
N -0.519 4.679 0.865
H -1.539 2.442 -1.220
H 0.109 3.200 -1.000
H -0.679 5.301 1.654
H 0.395 4.717 0.446
C 1.910 -1.859 -4.141
O 0.884 -2.570 -4.171
N 2.459 -1.314 -2.996
N 2.568 -1.414 -5.357
H 3.392 -0.983 -2.850
H 1.891 -1.481 -2.199
H 2.519 -2.083 -6.112
H 3.527 -1.225 -5.126
C -4.394 0.914 -2.021
O -5.361 0.654 -1.310
N -4.485 1.589 -3.146
N -3.125 0.534 -1.715
H -3.703 2.015 -3.644
H -5.419 1.609 -3.596
H -2.524 0.311 -2.513
H -2.982 0.078 -0.855
C 2.519 4.600 -2.148
O 1.399 4.766 -1.623
N 3.197 5.540 -2.789
N 3.111 3.391 -2.083
H 2.681 6.371 -3.079
H 4.182 5.425 -3.094
H 3.974 3.297 -2.629
H 3.117 2.993 -1.115
C 0.120 1.147 4.385
O -0.716 0.270 4.074
N 1.242 0.752 5.020
N -0.059 2.519 4.321
H 1.919 1.381 5.514
H 1.359 -0.232 4.950
H 0.668 3.205 4.461
H -0.926 2.918 3.994
C -0.581 6.228 5.279
O 0.222 7.029 5.631
N -0.458 5.623 4.034
N -1.620 5.894 6.010
H -1.175 4.998 3.675
H 0.492 5.577 3.697
H -1.954 4.936 6.011
H -1.402 6.191 6.917
C 2.691 6.163 2.906
O 2.629 5.383 3.840
N 2.990 5.863 1.602
N 2.255 7.439 3.106
H 3.380 6.659 1.113
H 3.320 4.892 1.355
H 2.513 8.211 2.489
H 2.048 7.705 4.040
C 0.293 -0.804 -0.144
O 1.457 -0.590 -0.490
N -0.464 -1.832 -0.594
N -0.321 0.202 0.674
H -1.399 -2.056 -0.299
H 0.074 -2.530 -1.113
H -0.046 1.155 0.631
H -1.286 0.047 0.844
C -3.570 -6.497 -0.518
O -4.354 -6.384 0.421
N -3.316 -5.453 -1.367
N -2.995 -7.767 -0.845
H -2.939 -5.589 -2.310
H -3.754 -4.581 -1.139
H -2.158 -7.711 -1.391
H -2.778 -8.267 0.005
C -4.887 3.293 2.431
C -3.999 3.426 3.628
O -2.649 3.631 3.315
H -4.510 2.686 1.628
H -4.962 4.327 1.984
H -5.864 3.039 2.755
H -4.022 2.554 4.320
H -4.334 4.329 4.198
H -2.665 3.774 2.330
C -3.458 -2.463 -3.525
C -2.710 -3.225 -4.567
O -2.234 -4.445 -3.980
H -4.280 -3.096 -3.139
H -3.993 -1.562 -3.781
H -2.798 -2.304 -2.681
H -1.877 -2.647 -4.961
H -3.245 -3.347 -5.484
H -2.389 -5.193 -4.527
C -3.809 -0.459 2.750
C -2.766 -1.416 2.183
O -2.673 -1.219 0.755
H -3.534 0.579 2.543
H -3.985 -0.544 3.826
H -4.717 -0.697 2.159
H -3.077 -2.456 2.302
H -1.728 -1.189 2.507
H -3.293 -1.851 0.334
C 5.076 -2.229 -0.936
C 5.853 -2.022 -2.150
O 5.300 -2.876 -3.219
H 5.173 -1.433 -0.202
H 5.302 -3.189 -0.463
H 4.035 -2.144 -1.066
H 6.937 -2.149 -2.031
H 5.714 -0.997 -2.473
H 6.024 -3.380 -3.622
C -0.175 2.235 -4.768
C -0.038 0.758 -4.487
O -1.285 0.176 -4.100
H 0.733 2.671 -5.179
H -0.412 2.837 -3.891
H -1.002 2.310 -5.500
H 0.707 0.751 -3.659
H 0.376 0.213 -5.327
H -1.082 -0.581 -3.543
C 7.058 1.412 -2.391
C 7.363 2.859 -2.215
O 6.174 3.698 -2.152
H 6.166 1.137 -1.812
H 7.922 0.825 -2.103
H 6.820 1.156 -3.440
H 7.938 3.253 -3.054
H 7.887 3.102 -1.274
H 5.671 3.297 -1.450
C -1.181 -6.464 2.497
C -1.603 -5.216 1.846
O -0.628 -4.210 1.672
H -0.490 -7.012 1.902
H -2.051 -7.135 2.625
H -0.806 -6.297 3.485
H -2.452 -4.786 2.440
H -2.008 -5.421 0.886
H -0.006 -4.578 1.018

155
Properties=species:S:1:pos:R:3 method="wB97M-V/def2-TZVPD" spin_multiplicity=1 de_lowest_kj_mol=394.62 total_energy_ev=-80001.489 homo_ev=-8.2503
O -2.976 -12.340 -9.574
H -3.862 -12.393 -9.217
H -2.449 -12.889 -8.993
O 3.492 -15.789 -9.307
H 4.368 -16.034 -9.604
H 3.227 -15.084 -9.896
O 6.105 -13.511 -9.517
H 5.293 -13.460 -10.020
H 6.276 -12.609 -9.245
O 0.792 -13.653 -12.086
H 0.666 -14.483 -11.628
H -0.090 -13.291 -12.174
O -1.730 -12.689 -12.083
H -2.328 -12.832 -11.349
H -2.276 -12.800 -12.861
O -1.121 -9.363 -8.847
H -2.043 -9.613 -8.792
H -1.067 -8.537 -8.367
O 1.576 -6.442 -10.914
H 1.987 -7.052 -11.526
H 2.218 -6.338 -10.211
O 3.853 -13.513 -11.141
H 3.563 -14.149 -11.795
H 3.555 -12.669 -11.479
O 3.006 -8.818 -12.196
H 2.542 -9.288 -11.504
H 2.852 -9.339 -12.985
O 2.154 -11.436 -12.481
H 1.566 -10.914 -11.935
H 1.744 -12.300 -12.517
O 1.322 -10.077 -10.188
H 1.680 -10.417 -9.367
H 0.440 -9.783 -9.961
O 7.038 -9.467 -9.568
H 6.178 -9.584 -9.164
H 7.017 -8.579 -9.923
C 0.322 -7.521 -5.373
C -0.195 -6.619 -6.532
C 0.841 -6.469 -7.751
O 2.107 -5.877 -7.544
C 2.173 -4.620 -6.872
N -1.552 -7.101 -6.938
H 0.437 -8.538 -5.747
H -0.189 -7.573 -4.411
H 1.245 -7.206 -4.885
H -0.380 -5.594 -6.211
H 0.346 -5.855 -8.503
H 0.835 -7.388 -8.336
H 3.209 -4.335 -6.685
H 1.657 -4.626 -5.912
H 1.749 -3.797 -7.447
H -2.072 -6.263 -7.154
H -2.010 -7.602 -6.190
C 5.699 -5.383 -9.717
C 5.489 -5.958 -11.083
C 6.617 -5.401 -11.983
O 6.478 -3.989 -12.249
C 5.323 -3.628 -13.024
N 5.363 -7.423 -11.134
H 4.861 -5.394 -9.020
H 6.186 -4.412 -9.811
H 6.465 -5.918 -9.156
H 4.494 -5.644 -11.396
H 6.702 -5.974 -12.906
H 7.609 -5.549 -11.556
H 4.351 -4.075 -12.816
H 5.557 -3.703 -14.086
H 5.087 -2.564 -12.985
H 4.931 -7.771 -10.290
H 4.680 -7.795 -11.780
C 5.790 -8.763 -6.423
C 4.641 -9.365 -7.243
C 3.282 -9.330 -6.500
O 2.155 -9.787 -7.278
C 1.678 -11.067 -7.054
N 4.508 -8.658 -8.506
H 5.972 -9.339 -5.515
H 5.764 -7.677 -6.334
H 6.746 -8.821 -6.943
H 4.807 -10.411 -7.502
H 3.116 -8.356 -6.038
H 3.405 -10.058 -5.698
H 2.565 -11.683 -6.907
H 0.956 -11.510 -7.740
H 1.370 -11.094 -6.009
H 4.314 -7.703 -8.240
H 3.586 -8.981 -8.762
C -3.480 -10.480 -14.174
C -3.359 -11.753 -15.040
C -1.878 -11.947 -15.543
O -1.769 -13.336 -15.896
C -0.386 -13.813 -15.885
N -3.710 -12.814 -14.173
H -4.512 -10.374 -13.838
H -3.301 -9.576 -14.756
H -2.821 -10.593 -13.313
H -4.121 -11.898 -15.806
H -1.194 -11.776 -14.712
H -1.641 -11.257 -16.353
H 0.215 -13.457 -16.721
H -0.115 -14.865 -15.796
H 0.044 -13.458 -14.949
H -3.275 -13.607 -14.622
H -4.681 -12.995 -14.385
C -2.531 -4.768 -10.053
C -1.971 -3.714 -10.924
C -1.018 -2.715 -10.104
O -0.502 -1.799 -10.974
C -0.108 -0.558 -10.398
N -1.360 -4.315 -12.106
H -1.825 -5.574 -9.852
H -3.400 -5.172 -10.573
H -2.812 -4.340 -9.091
H -2.768 -3.119 -11.371
H -0.083 -3.192 -9.813
H -1.532 -2.212 -9.284
H 0.553 -0.740 -9.551
H -0.931 0.110 -10.142
H 0.528 0.098 -10.993
H -0.532 -4.834 -11.850
H -0.908 -3.639 -12.705
C 5.318 -12.745 -5.781
C 6.729 -13.270 -5.428
C 6.771 -14.768 -4.953
O 6.378 -15.724 -5.922
C 6.064 -16.953 -5.303
N 7.567 -13.093 -6.606
H 4.517 -13.105 -5.136
H 5.138 -12.782 -6.856
H 5.289 -11.687 -5.524
H 7.210 -12.622 -4.695
H 6.235 -14.786 -4.004
H 7.838 -14.876 -4.763
H 5.620 -17.588 -6.069
H 5.386 -16.951 -4.450
H 7.002 -17.371 -4.937
H 7.212 -13.713 -7.320
H 8.429 -13.571 -6.385
C -6.305 -8.453 -9.211
C -5.176 -9.052 -8.379
C -5.615 -10.323 -7.582
O -5.545 -11.526 -8.360
C -6.285 -12.729 -7.892
N -3.869 -9.283 -9.040
H -5.889 -7.496 -9.527
H -7.187 -8.159 -8.643
H -6.831 -9.036 -9.968
H -4.937 -8.263 -7.665
H -6.658 -10.074 -7.386
H -5.161 -10.267 -6.592
H -5.893 -13.580 -8.450
H -7.362 -12.567 -7.926
H -5.897 -12.930 -6.893
H -3.835 -10.260 -9.297
H -3.854 -8.817 -9.936